The following is a quantum chemistry calculation of C47H62CeCl2O6S4 as an isolated structure at a distorted geometry, from the Open Molecules 2025 dataset.

Geometry as XYZ:
```
122
Properties=species:S:1:pos:R:3
Ce 3.48 0.28 -0.53
C 2.01 3.99 -2.87
O 1.89 2.81 -2.06
C 0.50 2.44 -2.00
C -0.15 1.80 -2.98
C 0.71 1.05 -3.95
C 0.42 -0.45 -3.75
C -0.20 -1.21 -4.77
C -0.58 -2.50 -4.62
C -0.26 -3.08 -3.33
C 0.52 -2.44 -2.34
C 1.18 -2.97 -1.12
C 0.49 -2.55 0.17
C -0.83 -2.93 0.51
C -1.40 -2.54 1.69
C -0.62 -1.85 2.58
C 0.68 -1.49 2.29
C 1.30 -0.45 3.19
C 0.68 0.88 2.95
C -0.41 1.31 3.74
C -1.13 2.45 3.51
C -0.68 3.24 2.43
C 0.36 2.75 1.58
C 0.66 3.43 0.31
C -0.10 2.65 -0.76
C -1.48 2.39 -0.68
C -2.27 1.94 -1.81
C -1.56 1.50 -2.91
C -3.78 1.81 -1.65
C -4.40 3.11 -1.08
C -3.97 0.63 -0.70
C -4.43 1.37 -3.04
C 1.09 1.59 1.79
O 1.90 1.18 0.88
C -2.42 2.75 4.29
C -3.13 4.08 4.00
C -3.41 1.62 4.00
C -2.03 2.66 5.73
C 1.25 -1.86 1.10
O 2.50 -1.48 0.90
C 3.53 -2.43 1.39
C -2.73 -3.08 2.14
C -2.96 -2.71 3.62
C -3.91 -2.39 1.32
C -2.90 -4.61 2.05
C 0.92 -1.06 -2.59
O 1.62 -0.37 -1.72
C -1.53 -3.24 -5.56
C -2.67 -3.88 -4.76
C -2.19 -2.36 -6.62
C -0.72 -4.31 -6.33
H 1.55 3.81 -3.88
H 3.10 4.25 -2.93
H 1.45 4.79 -2.42
H 1.75 1.30 -3.84
H 0.48 1.30 -5.00
H -0.46 -0.75 -5.72
H -0.52 -4.07 -3.01
H 2.19 -2.57 -1.05
H 1.27 -4.05 -1.09
H -1.53 -3.46 -0.19
H -0.97 -1.45 3.53
H 2.41 -0.40 3.05
H 1.08 -0.61 4.23
H -0.76 0.65 4.52
H -1.22 4.20 2.24
H 1.74 3.71 0.01
H 0.22 4.48 0.36
H -2.04 2.66 0.25
H -1.97 0.96 -3.79
H -4.55 2.95 -0.02
H -5.41 3.17 -1.52
H -3.72 3.89 -1.26
H -3.65 0.86 0.38
H -3.31 -0.16 -1.01
H -5.02 0.29 -0.72
H -4.21 2.15 -3.73
H -5.50 1.35 -2.87
H -4.10 0.36 -3.38
H -3.44 4.13 2.98
H -2.47 4.92 4.21
H -4.02 4.18 4.65
H -3.73 1.70 3.01
H -4.27 1.73 4.63
H -2.92 0.66 4.21
H -1.13 3.22 6.01
H -1.87 1.64 6.02
H -2.84 3.06 6.37
H 3.53 -3.37 0.84
H 3.31 -2.55 2.49
H 4.49 -1.90 1.37
H -2.97 -1.62 3.75
H -2.18 -3.06 4.28
H -3.91 -3.12 3.94
H -4.41 -1.57 1.86
H -4.73 -3.16 1.14
H -3.61 -2.09 0.29
H -2.00 -4.98 2.53
H -3.00 -4.98 0.99
H -3.76 -4.89 2.67
H -3.48 -3.24 -4.44
H -2.28 -4.32 -3.85
H -3.22 -4.68 -5.28
H -2.56 -1.55 -5.99
H -2.96 -2.90 -7.20
H -1.53 -1.94 -7.35
H -0.60 -5.21 -5.77
H 0.21 -3.94 -6.85
H -1.38 -4.52 -7.15
S 5.20 2.30 -2.08
S 6.82 2.26 -0.86
S 6.08 2.41 1.17
S 5.59 0.50 1.88
O 7.74 -1.40 -1.57
H 6.78 -1.50 -1.41
H 7.96 -0.52 -1.18
Cl 15.33 2.67 8.89
C 15.14 2.80 7.10
Cl 16.08 4.17 6.40
H 14.05 2.97 6.85
H 15.52 1.84 6.66
O 4.29 -1.24 -1.00
```

The HOMO-LUMO gap is 4.491 eV. The lowest unoccupied orbital energy is 2.8 eV. The calculation puts the largest force on an atom at 3.3 eV/A. As for the net charge: -2. The calculation puts the HOMO energy at -0.062 Eh.

Results of the Löwdin charge analysis, in e, for atoms 1 through 5: 0.671 -0.079 -0.193 -0.205 -0.149